Version one
24
Properties=species:S:1:pos:R:3 method="wB97M-V/def2-TZVPD" multiplicity=1 gap_ev=9.42
C 1.31 0.77 2.34
C -1.20 0.97 1.93
C 0.09 0.84 1.44
C -2.26 1.09 1.04
C -2.02 1.20 -0.31
C 0.29 0.74 0.07
C -0.75 0.95 -0.82
O -3.11 1.36 -1.15
H -1.41 0.86 2.98
H -3.27 1.20 1.43
H 1.77 -0.18 2.14
H 0.90 0.72 3.35
H 1.31 0.59 -0.29
H -2.76 1.81 -1.92
H -0.60 0.94 -1.90
H 2.04 1.54 2.14
C 1.31 -1.53 -2.18
C 1.14 -2.30 -0.86
H 1.92 -0.63 -2.11
H 1.77 -2.21 -2.91
H 0.38 -1.32 -2.70
H 2.04 -2.84 -0.60
H 0.27 -2.92 -1.06
H 0.83 -1.65 -0.05

---

Version two
24
Properties=species:S:1:pos:R:3 method="wB97M-V/def2-TZVPD" multiplicity=1 gap_ev=9.27
C 0.80 1.88 -1.81
C 1.13 -2.04 -0.18
C 0.68 -1.87 -1.50
C 1.63 -0.95 0.50
C 0.78 -0.64 -2.11
C 1.63 0.28 -0.13
C 1.19 0.50 -1.42
O 0.84 -3.25 0.39
H 0.44 -2.80 -2.01
H 1.41 -3.41 1.16
H 1.81 -0.93 1.56
H 0.49 -0.68 -3.17
H 1.95 1.13 0.46
H 1.64 2.57 -1.79
H -0.04 2.30 -1.25
H 0.53 1.88 -2.88
C -2.57 0.12 2.05
C -1.73 1.32 1.54
H -1.96 -0.78 1.90
H -2.69 0.38 3.09
H -3.50 0.01 1.49
H -0.85 1.46 2.16
H -2.36 2.21 1.45
H -1.27 1.33 0.54

---

Most favorable structure: version one. The second most favorable one is 28.8 kJ/mol above it.

---

Version one
24
Properties=species:S:1:pos:R:3 method="wB97M-V/def2-TZVPD" multiplicity=1 gap_ev=9.51
C 2.06 2.09 -1.33
C 2.94 2.46 -0.14
H 1.46 1.22 -1.07
H 1.51 2.94 -1.71
H 2.65 1.59 -2.11
H 3.64 1.67 0.11
H 2.33 2.70 0.73
H 3.54 3.34 -0.40
C -3.22 0.10 1.22
C 0.32 -1.15 0.87
C -0.84 -0.66 1.44
C 0.22 -1.87 -0.31
C -2.07 -0.76 0.80
C -1.02 -2.11 -0.90
C -2.15 -1.58 -0.32
O 1.39 -2.23 -0.97
H 1.29 -0.96 1.30
H -0.76 -0.07 2.35
H 1.44 -3.20 -1.09
H -1.04 -2.79 -1.75
H -3.76 -0.24 2.11
H -3.96 0.24 0.44
H -3.11 -1.85 -0.73
H -2.86 1.10 1.45

---

Version two
24
Properties=species:S:1:pos:R:3 method="wB97M-V/def2-TZVPD" multiplicity=1 gap_ev=9.22
C -0.75 -2.28 4.25
C -0.07 -0.08 0.62
C -1.02 0.36 1.53
C 0.66 -1.23 0.87
C -1.24 -0.36 2.69
C 0.43 -1.94 2.04
C -0.52 -1.51 2.97
O 0.18 0.59 -0.55
H -0.39 1.36 -0.61
H -1.59 1.26 1.32
H 1.39 -1.58 0.16
H -1.98 0.00 3.40
H 0.98 -2.85 2.24
H -0.52 -3.34 4.11
H -1.79 -2.20 4.58
H -0.13 -1.91 5.07
C 0.68 1.53 -3.72
C 0.91 2.41 -4.95
H -0.17 0.87 -3.88
H 1.54 0.90 -3.53
H 0.49 2.14 -2.83
H 0.95 1.79 -5.85
H 0.11 3.15 -5.05
H 1.86 2.93 -4.89

---

Version three
24
Properties=species:S:1:pos:R:3 method="wB97M-V/def2-TZVPD" multiplicity=1 gap_ev=9.37
C -0.65 2.46 -2.70
C -1.33 1.79 -1.53
H -0.33 3.49 -2.27
H 0.24 1.86 -3.01
H -1.42 2.61 -3.54
H -1.50 0.69 -1.43
H -2.30 2.28 -1.24
H -0.66 1.97 -0.61
C -2.10 -0.36 2.07
C -0.03 0.62 1.15
C -0.82 -0.47 1.42
C 1.16 0.40 0.37
C -0.47 -1.74 0.85
C 1.58 -0.80 0.03
C 0.78 -1.91 0.21
O 2.58 -0.99 -0.88
H -0.37 1.63 1.45
H 1.56 1.28 -0.08
H -2.38 -1.10 2.91
H -2.92 0.03 1.38
H -1.16 -2.56 0.91
H 1.01 -2.86 -0.25
H 2.69 -1.85 -1.27
H -1.87 0.46 2.83

---

Version four
24
Properties=species:S:1:pos:R:3 method="wB97M-V/def2-TZVPD" multiplicity=1 gap_ev=9.08
C -1.89 1.75 0.65
C -0.34 1.01 2.44
C -0.53 1.29 1.08
C 0.61 0.11 2.91
C 0.44 0.85 0.17
C 1.52 -0.38 1.97
C 1.52 0.16 0.69
O 2.47 -1.22 2.45
H -1.14 1.32 3.11
H 0.62 -0.18 3.94
H -2.74 1.76 1.33
H -1.82 2.71 0.13
H 0.29 1.16 -0.85
H 2.40 -0.06 0.08
H 3.10 -1.53 1.80
H -2.22 1.11 -0.19
C 0.28 -0.82 -3.02
C -0.91 -1.63 -2.50
H 0.97 -1.48 -3.54
H 0.07 0.09 -3.58
H 0.91 -0.56 -2.16
H -1.15 -2.50 -3.10
H -1.75 -0.96 -2.31
H -0.71 -2.00 -1.48

---

Most favorable structure: version two. The second most favorable one is 40.3 kJ/mol above it.